# 1
{
  "formula": "C6H27NO10",
  "method": "ωB97M-V/def2-TZVPD",
  "species": ["C", "C", "C", "C", "C", "N", "C", "H", "H", "H", "H", "H", "H", "H", "O", "H", "H", "O", "H", "H", "O", "H", "H", "O", "H", "H", "O", "H", "H", "O", "H", "H", "O", "H", "H", "O", "H", "H", "O", "H", "H", "O", "H", "H"],
  "xyz": [[-0.678, 1.679, 2.797], [-0.961, 0.728, 1.837], [-1.346, 1.028, 0.435], [-2.452, 1.966, 0.020], [-2.443, 2.050, -1.373], [-1.482, 1.144, -1.855], [-0.887, 0.615, -0.757], [-0.029, 1.500, 3.749], [-0.773, 2.776, 2.678], [-0.774, -0.286, 1.953], [-2.930, 2.602, 0.818], [-3.002, 3.005, -1.722], [-1.293, 1.127, -2.913], [-0.002, -0.002, -1.079], [-2.753, -2.437, -0.258], [-2.087, -2.927, 0.295], [-3.012, -1.541, -0.151], [0.512, -2.697, 2.603], [0.963, -2.884, 3.405], [1.068, -2.058, 2.035], [1.102, 4.069, -0.615], [0.537, 3.223, -0.607], [1.191, 4.467, 0.233], [1.624, -3.257, -1.735], [2.172, -2.596, -1.324], [0.955, -3.583, -1.169], [2.973, 1.662, 2.217], [3.249, 1.919, 1.251], [3.658, 0.975, 2.342], [-1.988, -2.653, 2.927], [-2.366, -3.187, 2.048], [-1.069, -2.409, 2.717], [1.516, -0.332, -2.895], [2.162, -0.249, -3.660], [0.733, -0.762, -3.250], [1.743, -0.739, 1.207], [1.937, -0.084, 1.935], [1.587, -0.382, 0.313], [3.108, 1.313, -1.351], [2.700, 2.133, -1.145], [2.585, 1.030, -2.119], [-0.787, -1.732, -2.932], [-1.427, -1.461, -2.354], [-0.165, -2.334, -2.392]],
  "mulliken_charge": [-0.73, -0.25, 1.24, -0.61, -0.48, 0.19, -0.87, 0.21, 0.27, 0.37, 0.37, 0.26, 0.29, -0.18, -0.61, 0.23, 0.33, -0.65, 0.27, 0.44, -0.66, 0.34, 0.30, -0.64, 0.33, 0.32, -0.68, 0.34, 0.34, -0.63, 0.30, 0.34, -0.61, 0.29, 0.32, -0.65, 0.33, 0.23, -0.61, 0.34, 0.31, -0.71, 0.32, 0.35],
  "multiplicity": 1,
  "charge": 0,
  "homo_energy_ev": -8.691,
  "smiles": "C=Cc1cc[nH]c1.O.O.O.O.O.O.O.O.O.O",
  "e_lumo_ev": 0.00,
  "relative_energy_kcal_mol": 108.3
}

# 2
{
  "formula": "C60H51N6O9PRhSeTe",
  "method": "ωB97M-V/def2-TZVPD",
  "species": ["Rh", "O", "N", "C", "C", "C", "C", "C", "C", "C", "P", "C", "C", "C", "C", "C", "C", "C", "C", "C", "C", "C", "C", "H", "H", "H", "H", "H", "H", "H", "H", "H", "H", "H", "H", "H", "H", "H", "H", "N", "C", "C", "C", "C", "C", "C", "H", "H", "H", "H", "H", "C", "C", "C", "C", "C", "C", "Te", "N", "C", "O", "C", "C", "C", "C", "C", "C", "C", "C", "C", "C", "C", "C", "C", "C", "C", "C", "H", "H", "H", "H", "H", "H", "H", "H", "H", "H", "H", "H", "H", "H", "H", "H", "H", "H", "H", "H", "H", "H", "H", "O", "N", "O", "C", "C", "C", "C", "O", "C", "C", "N", "O", "O", "N", "O", "O", "H", "H", "Se", "C", "C", "C", "C", "C", "C", "H", "H", "H", "H", "H"],
  "xyz": [[1.559, 1.422, -0.273], [3.983, 2.910, -0.693], [3.156, 2.718, 0.385], [3.285, 3.560, 1.321], [2.578, 3.418, 2.603], [2.851, 4.431, 3.524], [2.325, 4.406, 4.803], [1.521, 3.344, 5.179], [1.241, 2.336, 4.269], [1.747, 2.344, 2.971], [1.211, 0.958, 1.848], [-0.517, 0.779, 2.394], [-0.913, -0.079, 3.419], [-2.213, -0.039, 3.898], [-3.125, 0.855, 3.351], [-2.748, 1.687, 2.309], [-1.443, 1.654, 1.830], [2.063, -0.485, 2.540], [1.574, -1.743, 2.193], [2.235, -2.887, 2.606], [3.400, -2.783, 3.355], [3.902, -1.534, 3.685], [3.234, -0.386, 3.281], [3.862, 2.034, -1.173], [3.986, 4.383, 1.206], [3.481, 5.256, 3.215], [2.542, 5.210, 5.495], [1.101, 3.297, 6.176], [0.597, 1.522, 4.576], [-0.204, -0.778, 3.848], [-2.514, -0.709, 4.695], [-4.142, 0.884, 3.723], [-3.461, 2.360, 1.849], [-1.162, 2.297, 1.000], [0.688, -1.825, 1.573], [1.846, -3.856, 2.322], [3.933, -3.677, 3.657], [4.827, -1.449, 4.241], [3.641, 0.586, 3.535], [3.286, 0.275, -1.107], [4.173, -0.524, -0.417], [4.189, -1.931, -0.486], [5.140, -2.666, 0.201], [6.110, -2.054, 0.985], [6.092, -0.666, 1.076], [5.151, 0.085, 0.400], [3.436, -2.435, -1.076], [5.112, -3.749, 0.126], [6.851, -2.640, 1.515], [6.833, -0.154, 1.681], [5.178, 1.163, 0.478], [-7.459, -5.029, -0.436], [-6.183, -4.230, -0.447], [-5.134, -4.561, -1.291], [-3.942, -3.840, -1.308], [-2.877, -4.278, -2.278], [-3.774, -2.751, -0.434], [-1.929, -1.623, -0.485], [0.565, -0.154, -1.075], [1.285, -0.564, -2.029], [2.658, -0.522, -2.125], [0.733, -1.190, -3.268], [-0.549, -0.820, -3.664], [-1.100, -1.358, -4.817], [-0.378, -2.266, -5.581], [0.910, -2.619, -5.200], [1.469, -2.073, -4.054], [-0.828, -3.372, 0.032], [0.198, -3.783, -0.817], [0.931, -4.932, -0.561], [0.628, -5.704, 0.551], [-0.383, -5.296, 1.407], [-1.112, -4.126, 1.180], [-2.161, -3.726, 2.180], [-4.843, -2.387, 0.399], [-4.795, -1.210, 1.333], [-6.021, -3.132, 0.382], [-7.474, -5.756, -1.249], [-8.333, -4.383, -0.545], [-7.576, -5.577, 0.503], [-5.246, -5.401, -1.971], [-3.309, -4.917, -3.050], [-2.089, -4.842, -1.775], [-2.393, -3.425, -2.758], [-1.086, -0.086, -3.075], [-2.093, -1.053, -5.124], [-0.812, -2.684, -6.482], [1.489, -3.305, -5.808], [2.481, -2.324, -3.762], [0.412, -3.207, -1.707], [1.723, -5.227, -1.240], [1.186, -6.609, 0.762], [-0.607, -5.883, 2.292], [-1.925, -4.140, 3.162], [-3.150, -4.084, 1.883], [-2.228, -2.639, 2.261], [-3.854, -0.672, 1.274], [-4.929, -1.533, 2.369], [-5.594, -0.502, 1.101], [-6.834, -2.834, 1.039], [3.701, 7.927, -3.637], [3.811, 6.899, -4.292], [4.448, 6.835, -5.335], [3.164, 5.704, -3.812], [3.213, 4.541, -4.570], [2.600, 3.408, -4.115], [1.941, 3.303, -2.817], [1.519, 2.230, -2.367], [1.874, 4.600, -2.138], [2.477, 5.734, -2.608], [1.182, 4.748, -0.852], [1.213, 5.843, -0.307], [0.597, 3.801, -0.397], [2.653, 2.251, -5.025], [3.408, 2.335, -5.990], [1.948, 1.299, -4.804], [3.721, 4.525, -5.521], [2.417, 6.643, -2.033], [-1.995, 2.389, -1.720], [-3.324, 3.290, -0.717], [-2.995, 4.376, 0.114], [-3.943, 5.005, 0.908], [-5.267, 4.579, 0.911], [-5.619, 3.513, 0.087], [-4.672, 2.887, -0.708], [-1.966, 4.720, 0.131], [-3.640, 5.836, 1.537], [-6.007, 5.068, 1.535], [-6.646, 3.163, 0.067], [-4.959, 2.050, -1.334]],
  "mulliken_charge": [-0.28, -0.58, 1.41, -1.70, 0.98, -0.83, -0.59, -0.92, -0.30, -0.17, 2.87, 0.33, 0.08, -0.92, -0.55, 0.20, -0.52, -0.25, 0.86, -0.66, -0.70, -0.90, -0.73, 0.69, 0.19, 0.40, 0.38, 0.45, 0.44, 0.48, 0.36, 0.39, -0.10, -0.46, 0.28, 0.16, 0.35, 0.35, 0.38, -0.27, 0.10, -0.02, -0.52, -0.68, -0.74, -0.21, 0.09, 0.37, 0.36, 0.37, 0.42, -1.61, 0.80, -0.93, 1.21, -1.58, -0.32, 0.43, 0.61, 0.38, -0.45, 0.41, 0.10, -1.04, -0.45, -0.94, -0.15, 0.04, -0.07, -0.49, -0.96, -0.53, 1.42, -1.83, 1.45, -1.16, -0.97, 0.34, 0.36, 0.30, 0.27, 0.45, 0.23, 0.15, 0.07, 0.46, 0.35, 0.40, 0.47, 0.11, 0.48, 0.30, 0.37, 0.50, 0.33, -0.05, -0.88, 0.41, 0.59, 0.39, -0.68, 1.08, -0.68, -0.87, -0.25, -0.97, 0.50, 0.11, -0.27, -0.10, 0.92, -0.79, -0.18, 1.09, -0.72, -0.60, 0.66, 0.70, -0.36, 0.00, -0.09, -0.60, -0.52, -0.54, -0.41, 0.28, 0.36, 0.33, 0.34, 0.41],
  "multiplicity": 2,
  "s_squared": 0.76,
  "charge": -2,
  "homo_energy_ev": [-1.380, -1.399],
  "e_lumo_ev": [3.60, 3.60]
}

# 3
{
  "formula": "C10H21Cl2NO3PTb",
  "method": "ωB97M-V/def2-TZVPD",
  "species": ["C", "C", "H", "H", "H", "O", "Cl", "Tb", "P", "C", "C", "H", "H", "H", "C", "H", "H", "H", "H", "H", "H", "C", "O", "Cl", "C", "N", "C", "C", "C", "O", "H", "H", "H", "H", "H", "H", "H", "H", "H"],
  "xyz": [[-0.405, 0.039, -3.465], [0.132, 0.663, -2.336], [0.009, 0.472, -4.396], [-1.505, 0.109, -3.403], [-0.171, -1.045, -3.381], [0.574, 1.524, -1.663], [-1.527, -1.594, -1.138], [-0.569, -0.410, 0.893], [1.839, -1.548, -0.357], [3.548, -1.002, -0.042], [1.753, -3.054, 0.687], [1.130, -2.769, -2.340], [2.885, -3.003, -2.027], [2.293, -1.473, -2.756], [2.060, -2.270, -2.031], [0.731, -3.454, 0.715], [2.425, -3.813, 0.276], [4.263, -1.798, -0.299], [3.657, -0.742, 1.018], [2.044, -2.801, 1.715], [3.773, -0.111, -0.643], [1.375, 1.098, 0.776], [2.204, 1.903, 0.761], [-0.351, -1.233, 3.217], [-3.826, 3.934, 2.310], [-3.311, 2.942, 1.362], [-4.131, 2.618, 0.194], [-2.179, 2.291, 1.548], [-1.210, 2.657, 2.629], [-1.934, 1.297, 0.753], [-4.802, 4.280, 1.963], [-3.150, 4.805, 2.392], [-3.949, 3.505, 3.325], [-3.600, 2.868, -0.733], [-4.394, 1.556, 0.166], [-5.033, 3.219, 0.259], [-0.916, 1.757, 3.195], [-0.299, 3.110, 2.204], [-1.677, 3.379, 3.312]],
  "mulliken_charge": [-0.95, 0.94, 0.38, 0.40, 0.28, -0.18, -0.41, 0.51, 0.94, -1.37, -1.30, 0.32, 0.46, 0.35, -1.27, 0.40, 0.42, 0.42, 0.42, 0.40, 0.37, 0.40, -0.17, -0.41, -0.95, 0.12, -0.77, 0.87, -1.09, -0.42, 0.27, 0.39, 0.39, 0.29, 0.31, 0.29, 0.32, 0.26, 0.40],
  "multiplicity": 7,
  "s_squared": 12.69,
  "charge": 2,
  "homo_energy_ev": [-16.063, -16.042],
  "e_lumo_ev": [-8.86, -8.87],
  "relative_energy_kcal_mol": 12.1
}